Below is 3 unconnected molecules or ions with the total composition C5H18N3O2 at a distorted geometry, with properties calculated with wB97M-V/def2-TZVPD.

Properties
* molar mass: 152.218 g/mol
* gap between HOMO and LUMO: 9.98 eV
* E_tot: -14036.9321 eV
* net charge: +1

Last column: Mulliken charge in e.
Cartesian coordinates (Å):
C 1.65453 -0.18587 2.01321  -1.586
C 1.86645 0.20135 0.57258  0.324
C 1.20376 1.56987 0.19464  -0.723
C 0.67540 1.72955 -1.23860  -0.761
N -1.82716 -0.83204 -1.84946  -0.231
C -0.71505 -0.13539 -1.97796  0.140
N -0.60168 1.06925 -1.49877  -0.145
N 1.44904 -0.88584 -0.32703  -0.487
H 0.60835 -0.14796 2.33148  0.315
H 1.99453 -1.18243 2.25890  0.396
H 2.15268 0.53373 2.67435  0.405
H 2.90156 0.38096 0.39781  0.387
H 2.03499 2.27300 0.21475  0.351
H 0.45894 1.82527 0.93739  0.355
H 0.56473 2.80981 -1.29060  0.396
H 1.36522 1.40342 -2.01182  0.324
H -2.63337 -0.57681 -1.28793  0.209
H -1.95467 -1.55819 -2.54007  0.252
H 0.06470 -0.60305 -2.53878  0.344
H -1.43218 1.48652 -1.09063  0.322
H 2.20486 -1.49795 -0.59463  0.238
H 0.72954 -1.46874 0.09085  0.223
H -1.98870 0.24745 0.91586  0.280
H -3.50643 0.36007 1.14318  0.308
O -2.81783 0.47634 0.47937  -0.665
H -1.91340 -2.72064 0.74508  0.272
H -1.13115 -2.49888 2.04692  0.272
O -1.40768 -2.07279 1.22993  -0.516

---

Below is a molecular structure, C5H18N4 at a distorted geometry, with properties calculated with wB97M-V/def2-TZVPD.

Properties
* molar mass: 134.227 g/mol
* gap between HOMO and LUMO: 9.17 eV
* E_tot: -11434.4763 eV
* net charge: 0

Last column: Mulliken charge in e.
Cartesian coordinates (Å):
C 1.76618 0.43533 1.70200  0.293
C 2.99715 -0.08175 0.95391  -1.422
N 0.57570 -0.06533 1.03405  -0.076
N -0.64966 0.51031 1.47838  -0.741
N 1.67928 0.02013 3.09745  -0.642
H 0.64137 0.07715 0.02754  0.042
H 1.78864 1.54332 1.71270  0.329
H -0.84748 0.11288 2.39138  0.234
H -0.54755 1.52026 1.62211  0.219
H 2.45509 0.39207 3.63283  0.250
H 1.71466 -0.99342 3.14983  0.245
H 3.90678 0.23772 1.46222  0.418
H 2.97766 -1.17138 0.92095  0.338
H 3.02204 0.29547 -0.06878  0.350
C -1.19619 -0.97162 -1.88494  -0.357
C -3.33863 0.27478 -1.45633  -0.926
C 0.04062 -0.27202 -2.44421  -1.010
N -1.88728 0.23693 -1.30492  -0.230
H -1.63654 0.33717 -0.31418  0.263
H -0.97403 -1.71736 -1.11413  0.262
H -1.84009 -1.36508 -2.67770  0.409
H -3.83396 -0.60570 -1.03027  0.317
H -3.57806 0.31642 -2.51968  0.331
H -3.73221 1.15110 -0.94224  0.305
H 0.93800 -0.44925 -1.85140  0.116
H 0.25232 -0.57761 -3.46816  0.295
H -0.69382 0.80946 -2.10841  0.388

---

Below is 5 unconnected molecules or ions with the total composition C5H18O4 at a distorted geometry, with properties calculated with wB97M-V/def2-TZVPD.

Properties
* molar mass: 142.195 g/mol
* gap between HOMO and LUMO: 10.79 eV
* E_tot: -13666.7941 eV
* structure (SMILES): C=CCCC.O.O.O.O
* net charge: 0

Last column: Mulliken charge in e.
Cartesian coordinates (Å):
C 2.44841 -0.75186 -1.06268  -1.146
C 1.96544 -1.29338 0.03336  -0.168
C 0.51608 -1.58182 0.21026  0.562
C 0.12814 -1.55294 1.69442  -0.568
C -1.41389 -1.54975 1.84398  -1.089
H 1.90449 -0.46509 -1.90255  0.325
H 3.53622 -0.53483 -1.24030  0.235
H 2.63351 -1.62896 0.81682  0.300
H -0.10294 -0.83821 -0.36900  -0.256
H 0.25724 -2.59689 -0.22403  0.311
H 0.55769 -0.71150 2.14814  0.398
H 0.58900 -2.40170 2.26469  0.354
H -1.67113 -1.67591 2.94086  0.326
H -1.86173 -0.61103 1.50269  0.117
H -1.88044 -2.36847 1.27838  0.317
O -2.39263 0.68860 -0.78050  -0.704
H -2.74538 -0.14166 -0.40258  0.287
H -1.99674 1.18600 0.00305  0.475
O 1.10448 2.05533 -0.38605  -0.731
H 0.66887 1.81451 -1.19180  0.414
H 1.77170 1.35187 -0.23933  0.316
O -0.27342 0.97022 -2.42258  -0.717
H -1.10566 0.83798 -1.97071  0.380
H -0.22480 0.13180 -2.95802  0.294
O -1.08192 1.95738 1.16686  -0.784
H -0.26830 2.11956 0.60879  0.480
H -0.77878 1.53879 1.99706  0.271

---

Question: Look up the gap between HOMO and LUMO of the first one.
Answer: 9.98 eV

---

Copy entry 2 word for word.
Below is a molecular structure, C5H18N4 at a distorted geometry, with properties calculated with wB97M-V/def2-TZVPD.

Properties
* molar mass: 134.227 g/mol
* gap between HOMO and LUMO: 9.17 eV
* E_tot: -11434.4763 eV
* net charge: 0

Last column: Mulliken charge in e.
Cartesian coordinates (Å):
C 1.76618 0.43533 1.70200  0.293
C 2.99715 -0.08175 0.95391  -1.422
N 0.57570 -0.06533 1.03405  -0.076
N -0.64966 0.51031 1.47838  -0.741
N 1.67928 0.02013 3.09745  -0.642
H 0.64137 0.07715 0.02754  0.042
H 1.78864 1.54332 1.71270  0.329
H -0.84748 0.11288 2.39138  0.234
H -0.54755 1.52026 1.62211  0.219
H 2.45509 0.39207 3.63283  0.250
H 1.71466 -0.99342 3.14983  0.245
H 3.90678 0.23772 1.46222  0.418
H 2.97766 -1.17138 0.92095  0.338
H 3.02204 0.29547 -0.06878  0.350
C -1.19619 -0.97162 -1.88494  -0.357
C -3.33863 0.27478 -1.45633  -0.926
C 0.04062 -0.27202 -2.44421  -1.010
N -1.88728 0.23693 -1.30492  -0.230
H -1.63654 0.33717 -0.31418  0.263
H -0.97403 -1.71736 -1.11413  0.262
H -1.84009 -1.36508 -2.67770  0.409
H -3.83396 -0.60570 -1.03027  0.317
H -3.57806 0.31642 -2.51968  0.331
H -3.73221 1.15110 -0.94224  0.305
H 0.93800 -0.44925 -1.85140  0.116
H 0.25232 -0.57761 -3.46816  0.295
H -0.69382 0.80946 -2.10841  0.388

---

Please write out number 3 again, unchanged.
Below is 5 unconnected molecules or ions with the total composition C5H18O4 at a distorted geometry, with properties calculated with wB97M-V/def2-TZVPD.

Properties
* molar mass: 142.195 g/mol
* gap between HOMO and LUMO: 10.79 eV
* E_tot: -13666.7941 eV
* structure (SMILES): C=CCCC.O.O.O.O
* net charge: 0

Last column: Mulliken charge in e.
Cartesian coordinates (Å):
C 2.44841 -0.75186 -1.06268  -1.146
C 1.96544 -1.29338 0.03336  -0.168
C 0.51608 -1.58182 0.21026  0.562
C 0.12814 -1.55294 1.69442  -0.568
C -1.41389 -1.54975 1.84398  -1.089
H 1.90449 -0.46509 -1.90255  0.325
H 3.53622 -0.53483 -1.24030  0.235
H 2.63351 -1.62896 0.81682  0.300
H -0.10294 -0.83821 -0.36900  -0.256
H 0.25724 -2.59689 -0.22403  0.311
H 0.55769 -0.71150 2.14814  0.398
H 0.58900 -2.40170 2.26469  0.354
H -1.67113 -1.67591 2.94086  0.326
H -1.86173 -0.61103 1.50269  0.117
H -1.88044 -2.36847 1.27838  0.317
O -2.39263 0.68860 -0.78050  -0.704
H -2.74538 -0.14166 -0.40258  0.287
H -1.99674 1.18600 0.00305  0.475
O 1.10448 2.05533 -0.38605  -0.731
H 0.66887 1.81451 -1.19180  0.414
H 1.77170 1.35187 -0.23933  0.316
O -0.27342 0.97022 -2.42258  -0.717
H -1.10566 0.83798 -1.97071  0.380
H -0.22480 0.13180 -2.95802  0.294
O -1.08192 1.95738 1.16686  -0.784
H -0.26830 2.11956 0.60879  0.480
H -0.77878 1.53879 1.99706  0.271